{"formula": "C4H9NO2", "method": "the ωB97M-V functional and the def2-TZVPD basis", "smiles": "[H]/N=C(/C)O[C@@H](C)O", "e_above_lowest_kcal_mol": 72.2, "e_homo_ev": -9.96, "homo_lumo_gap_ev": 10.854, "symbols": ["H", "N", "C", "C", "O", "C", "C", "O", "H", "H", "H", "H", "H", "H", "H", "H"], "positions_angstrom": [[1.376, -1.325, -1.629], [1.768, -0.403, -1.463], [1.056, 0.356, -0.778], [1.315, 1.779, -0.445], [-0.634, 0.058, -0.907], [-0.976, -0.087, 0.378], [-1.808, -1.314, 0.685], [0.452, -0.241, 1.078], [0.429, 2.276, -0.056], [1.648, 2.290, -1.350], [2.096, 1.836, 0.315], [-1.351, 0.818, 0.879], [-1.927, -1.463, 1.760], [-2.793, -1.198, 0.224], [-1.347, -2.202, 0.244], [0.695, -1.180, 1.065]], "nbo_charge": [0.370, -0.704, 0.662, -0.702, -0.635, 0.405, -0.660, -0.744, 0.232, 0.245, 0.245, 0.143, 0.222, 0.231, 0.213, 0.474]}

***

{"formula": "C26H44AsFN4NaO10SSbTe", "method": "the ωB97M-V functional and the def2-TZVPD basis", "e_above_lowest_kcal_mol": 40.5, "total_charge": -2, "e_homo_ev": -1.00, "homo_lumo_gap_ev": 4.620, "symbols": ["Na", "C", "N", "C", "C", "O", "C", "O", "C", "C", "O", "N", "C", "C", "H", "H", "H", "H", "H", "H", "H", "H", "H", "H", "H", "H", "H", "H", "H", "H", "Te", "C", "C", "C", "C", "S", "H", "H", "H", "C", "C", "O", "O", "H", "H", "H", "C", "As", "C", "C", "O", "H", "H", "H", "H", "H", "H", "H", "H", "H", "C", "Sb", "C", "C", "H", "H", "H", "H", "H", "H", "H", "H", "H", "F", "C", "C", "N", "C", "C", "O", "O", "C", "O", "N", "C", "O", "H", "H", "H", "H"], "positions_angstrom": [[0.596, 0.135, -0.321], [2.507, 3.656, 2.517], [2.873, 2.327, 2.959], [2.530, 1.964, 4.322], [3.134, 1.322, 2.071], [3.430, 0.196, 2.416], [3.110, 1.700, 0.586], [2.756, 0.610, -0.218], [3.712, -0.417, -0.393], [2.972, -1.762, -0.424], [2.096, -1.985, 0.385], [3.441, -2.709, -1.295], [2.631, -3.909, -1.420], [4.228, -2.385, -2.478], [2.469, 4.307, 3.390], [1.532, 3.678, 2.024], [3.249, 4.068, 1.831], [3.110, 2.558, 5.035], [2.732, 0.906, 4.464], [1.463, 2.123, 4.498], [4.093, 2.115, 0.314], [2.342, 2.443, 0.384], [4.384, -0.470, 0.465], [4.271, -0.214, -1.306], [2.116, -4.089, -0.481], [3.276, -4.759, -1.657], [1.887, -3.787, -2.215], [5.103, -1.790, -2.221], [3.619, -1.872, -3.229], [4.590, -3.326, -2.898], [0.281, -1.539, 3.538], [-0.989, -2.368, 5.023], [-0.704, -2.859, 6.276], [-1.844, -3.316, 7.002], [-3.007, -3.175, 6.304], [-2.686, -2.484, 4.765], [0.309, -2.891, 6.655], [-1.796, -3.739, 7.998], [-4.009, -3.437, 6.609], [-0.709, -1.238, -3.904], [0.716, -1.180, -3.332], [1.649, -1.335, -4.149], [0.815, -0.993, -2.092], [-0.806, -0.520, -4.723], [-1.456, -1.028, -3.137], [-0.893, -2.231, -4.318], [-2.655, 1.565, 0.243], [-1.305, 1.849, 1.596], [-1.187, 3.758, 1.800], [-2.191, 1.336, 3.222], [0.206, 1.174, 1.483], [-3.625, 1.532, 0.740], [-2.468, 0.632, -0.285], [-2.601, 2.396, -0.457], [-2.188, 4.181, 1.889], [-0.708, 4.167, 0.909], [-0.608, 3.969, 2.697], [-3.085, 1.954, 3.342], [-1.504, 1.477, 4.053], [-2.459, 0.282, 3.191], [-2.073, -4.124, -1.404], [-1.112, -2.892, 0.115], [-1.145, -4.549, 1.483], [-3.035, -2.135, 0.780], [-2.812, -4.779, -0.938], [-1.319, -4.738, -1.903], [-2.557, -3.504, -2.161], [-2.180, -4.804, 1.715], [-0.614, -4.275, 2.394], [-0.653, -5.409, 1.020], [-3.604, -2.918, 1.284], [-3.605, -1.757, -0.073], [-2.866, -1.320, 1.485], [-4.143, 1.689, -4.607], [-3.007, 2.349, -4.878], [-1.936, 2.255, -4.087], [-0.763, 2.920, -4.337], [0.334, 2.784, -3.362], [-0.225, 2.992, -1.935], [-0.680, 4.120, -1.667], [-0.189, 1.976, -1.202], [-0.613, 3.708, -5.449], [0.397, 4.314, -5.745], [-1.747, 3.766, -6.257], [-2.976, 3.155, -6.089], [-3.881, 3.300, -6.888], [-1.939, 1.632, -3.200], [1.067, 3.548, -3.598], [0.778, 1.792, -3.455], [-1.645, 4.333, -7.085]], "lowdin_charge": [0.112, -0.061, -0.143, -0.054, -0.433, 0.047, -0.115, -0.143, -0.083, -0.425, -0.011, -0.130, -0.049, -0.061, 0.085, 0.064, 0.087, 0.078, 0.064, 0.082, 0.140, 0.114, 0.131, 0.113, 0.078, 0.078, 0.094, 0.072, 0.073, 0.079, 0.661, -1.076, -0.297, -0.254, -0.488, 0.846, 0.075, 0.078, 0.035, -0.024, -0.724, -0.065, -0.108, 0.059, 0.057, 0.067, -0.189, 1.004, -0.210, -0.247, -0.539, 0.037, 0.026, 0.027, 0.036, 0.023, 0.023, 0.032, 0.024, -0.018, -0.361, 1.299, -0.362, -0.352, -0.013, -0.018, -0.020, -0.008, -0.058, -0.010, -0.009, -0.010, -0.046, 0.077, -0.185, 0.054, 0.030, -0.012, -0.672, -0.023, -0.072, -0.464, 0.067, 0.207, -0.417, 0.063, 0.150, 0.122, 0.129, 0.158]}

***

{"formula": "C3H6NO2", "method": "the ωB97M-V functional and the def2-TZVPD basis", "smiles": "CC(=O)OC=[NH2+]", "e_above_lowest_kcal_mol": 7.5, "total_charge": 1, "e_homo_ev": -16.47, "homo_lumo_gap_ev": 12.087, "symbols": ["C", "C", "O", "O", "C", "N", "H", "H", "H", "H", "H", "H"], "positions_angstrom": [[0.170, -1.110, 1.735], [0.138, -1.324, 0.267], [0.028, -2.307, -0.364], [0.166, 0.055, -0.360], [-0.646, 0.316, -1.252], [-0.719, 1.450, -1.858], [-0.538, -0.458, 1.999], [-0.119, -2.089, 2.216], [1.254, -0.821, 2.026], [-1.396, -0.507, -1.659], [-0.079, 2.176, -1.763], [-1.581, 1.816, -2.259]], "nbo_charge": [-0.730, 0.821, -0.417, -0.465, 0.573, -0.692, 0.246, 0.278, 0.288, 0.222, 0.430, 0.447]}

***

Number 1 is which compound?
C4H9NO2